{"formula": "C38H55F21O18", "method": "ωB97M-V/def2-TZVPD", "e_homo_ev": -9.716, "spin_multiplicity": 1, "fmax_ev_per_a": 5.4, "total_charge": 0, "smiles": "COCCCCCCCCOC(=O)O.CCOC(=O)C(F)(F)F.CCOC(=O)C(F)(F)F.CCOC(=O)C(F)(F)F.CCOC(=O)C(F)(F)F.CCOC(=O)C(F)(F)F.CCOC(=O)C(F)(F)F.CCOC(=O)C(F)(F)F", "e_tot_ha": -4932.56144, "gap_ev": 10.03, "mol_weight_g_mol": 1198.80, "species": ["C", "O", "C", "C", "C", "C", "C", "C", "C", "C", "O", "C", "O", "O", "H", "H", "H", "H", "H", "H", "H", "H", "H", "H", "H", "H", "H", "H", "H", "H", "H", "H", "H", "H", "C", "C", "O", "C", "O", "C", "F", "F", "F", "H", "H", "H", "H", "H", "C", "C", "O", "C", "O", "C", "F", "F", "F", "H", "H", "H", "H", "H", "C", "C", "O", "C", "O", "C", "F", "F", "F", "H", "H", "H", "H", "H", "C", "C", "O", "C", "O", "C", "F", "F", "F", "H", "H", "H", "H", "H", "C", "C", "O", "C", "O", "C", "F", "F", "F", "H", "H", "H", "H", "H", "C", "C", "O", "C", "O", "C", "F", "F", "F", "H", "H", "H", "H", "H", "C", "C", "O", "C", "O", "C", "F", "F", "F", "H", "H", "H", "H", "H"], "positions_angstrom": [[0.437, -1.595, -1.737], [-0.060, -0.483, -1.043], [-0.470, 0.555, -1.908], [-1.880, 0.376, -2.453], [-2.853, 1.353, -1.809], [-2.951, 1.322, -0.288], [-3.943, 0.331, 0.313], [-3.520, -1.135, 0.048], [-4.392, -1.973, -0.906], [-5.155, -1.236, -1.953], [-5.950, -2.244, -2.674], [-6.834, -1.650, -3.529], [-6.600, -1.366, -4.740], [-8.029, -1.403, -2.941], [1.240, -1.311, -2.411], [0.828, -2.303, -1.023], [-0.345, -2.076, -2.320], [-0.421, 1.474, -1.348], [0.241, 0.643, -2.726], [-1.861, 0.584, -3.516], [-2.209, -0.648, -2.366], [-3.832, 1.295, -2.265], [-2.467, 2.333, -2.069], [-3.282, 2.309, 0.016], [-2.000, 1.164, 0.187], [-4.966, 0.560, 0.047], [-3.877, 0.476, 1.384], [-3.543, -1.656, 0.993], [-2.485, -1.125, -0.245], [-3.729, -2.643, -1.441], [-5.045, -2.614, -0.334], [-5.852, -0.521, -1.544], [-4.515, -0.782, -2.692], [-8.074, -1.829, -2.081], [2.500, 6.883, 0.139], [2.303, 5.497, -0.433], [1.566, 4.646, 0.472], [0.256, 4.802, 0.482], [-0.390, 5.560, -0.173], [-0.369, 3.791, 1.462], [0.285, 3.771, 2.624], [-0.313, 2.567, 0.927], [-1.634, 4.093, 1.703], [2.984, 6.827, 1.113], [3.123, 7.475, -0.530], [1.547, 7.394, 0.267], [3.259, 4.998, -0.572], [1.796, 5.524, -1.396], [5.215, -1.922, -6.249], [6.032, -0.703, -5.887], [5.192, 0.431, -5.581], [4.665, 0.453, -4.373], [4.816, -0.359, -3.512], [3.832, 1.737, -4.196], [3.041, 1.947, -5.245], [4.626, 2.803, -4.056], [3.088, 1.670, -3.104], [4.538, -1.696, -7.072], [5.870, -2.733, -6.546], [4.612, -2.256, -5.405], [6.640, -0.383, -6.729], [6.698, -0.898, -5.048], [7.685, -8.063, -5.468], [6.653, -8.480, -6.492], [5.696, -7.428, -6.736], [6.087, -6.466, -7.548], [7.136, -6.366, -8.105], [4.941, -5.453, -7.725], [4.400, -5.129, -6.551], [3.986, -5.974, -8.493], [5.390, -4.348, -8.304], [7.199, -7.744, -4.547], [8.347, -8.899, -5.245], [8.289, -7.234, -5.833], [6.063, -9.317, -6.127], [7.113, -8.777, -7.433], [-4.176, 1.834, 6.119], [-5.501, 1.115, 6.230], [-5.621, 0.073, 5.237], [-5.005, -1.060, 5.509], [-4.370, -1.330, 6.481], [-5.254, -2.057, 4.364], [-5.072, -1.483, 3.177], [-6.514, -2.511, 4.419], [-4.440, -3.094, 4.457], [-4.038, 2.225, 5.111], [-4.142, 2.663, 6.824], [-3.345, 1.164, 6.334], [-6.327, 1.792, 6.027], [-5.650, 0.690, 7.221], [7.994, 2.316, -1.728], [8.808, 3.540, -1.383], [7.920, 4.648, -1.135], [7.311, 4.639, 0.031], [7.421, 3.830, 0.901], [6.370, 5.852, 0.133], [5.667, 6.009, -0.990], [7.066, 6.966, 0.350], [5.518, 5.665, 1.130], [7.327, 2.530, -2.565], [8.642, 1.483, -1.997], [7.373, 2.010, -0.887], [9.439, 3.851, -2.211], [9.451, 3.366, -0.521], [-8.492, -5.226, 6.016], [-9.048, -3.835, 6.227], [-10.451, -3.772, 5.899], [-11.282, -4.226, 6.819], [-11.004, -4.676, 7.888], [-12.731, -4.054, 6.326], [-12.862, -4.474, 5.069], [-13.071, -2.764, 6.377], [-13.561, -4.741, 7.091], [-8.681, -5.559, 4.996], [-7.417, -5.229, 6.194], [-8.957, -5.942, 6.692], [-8.566, -3.128, 5.560], [-8.894, -3.491, 7.249], [3.612, 1.765, 3.063], [4.226, 3.062, 3.545], [3.210, 4.048, 3.826], [2.585, 3.931, 4.982], [2.768, 3.111, 5.827], [1.559, 5.071, 5.119], [0.846, 5.211, 4.001], [2.194, 6.220, 5.358], [0.731, 4.829, 6.120], [2.972, 1.944, 2.200], [4.397, 1.064, 2.782], [3.001, 1.306, 3.839], [4.845, 3.503, 2.767], [4.848, 2.911, 4.425]], "lowdin_charge": [-0.106, -0.184, -0.224, -0.171, -0.186, -0.202, -0.179, -0.158, -0.156, -0.156, -0.017, -0.534, 0.087, 0.136, 0.081, 0.087, 0.085, 0.103, 0.111, 0.114, 0.090, 0.103, 0.110, 0.107, 0.087, 0.101, 0.096, 0.090, 0.087, 0.116, 0.113, 0.120, 0.117, 0.123, -0.053, -0.186, 0.037, -0.405, 0.177, -0.543, 0.149, 0.162, 0.184, 0.079, 0.083, 0.080, 0.110, 0.128, -0.061, -0.185, 0.038, -0.411, 0.169, -0.566, 0.178, 0.164, 0.173, 0.091, 0.067, 0.082, 0.127, 0.125, -0.059, -0.190, 0.038, -0.411, 0.175, -0.563, 0.170, 0.180, 0.167, 0.084, 0.083, 0.077, 0.125, 0.126, -0.056, -0.189, 0.036, -0.412, 0.179, -0.558, 0.171, 0.158, 0.185, 0.083, 0.085, 0.079, 0.125, 0.126, -0.055, -0.185, 0.041, -0.412, 0.169, -0.559, 0.167, 0.183, 0.170, 0.077, 0.085, 0.079, 0.126, 0.127, -0.054, -0.192, 0.038, -0.411, 0.175, -0.568, 0.173, 0.172, 0.182, 0.085, 0.083, 0.078, 0.106, 0.128, -0.049, -0.181, 0.033, -0.410, 0.176, -0.557, 0.145, 0.174, 0.184, 0.079, 0.083, 0.080, 0.111, 0.128]}

{"formula": "C4H4N2", "method": "ωB97M-V/def2-TZVPD", "e_homo_ev": [-7.878, -8.145], "de_lowest_ev": 4.198, "spin_multiplicity": 3, "fmax_ev_per_a": 4.1, "total_charge": 0, "e_tot_ha": -264.01289, "gap_ev": [7.96, 7.04], "mol_weight_g_mol": 80.09, "species": ["C", "C", "C", "C", "N", "N", "H", "H", "H", "H"], "positions_angstrom": [[0.567, 0.723, 0.187], [-0.297, -0.369, 0.261], [-0.598, -1.634, 0.300], [-1.782, -0.777, -0.126], [2.545, -0.512, -0.038], [1.915, 0.543, 0.056], [0.104, 1.674, 0.091], [-2.704, -0.895, 0.473], [-2.040, -0.230, -1.116], [2.290, 1.478, -0.089]], "nbo_charge": [-0.152, -0.152, 0.012, -0.451, 0.007, -0.327, 0.224, 0.214, 0.214, 0.411]}

{"formula": "C21H76N12O17", "method": "ωB97M-V/def2-TZVPD", "e_homo_ev": -7.645, "de_lowest_ev": 0.282, "spin_multiplicity": 1, "fmax_ev_per_a": 9.7, "total_charge": 0, "e_tot_ha": -2781.56619, "gap_ev": 7.55, "mol_weight_g_mol": 768.91, "species": ["C", "C", "O", "H", "H", "H", "H", "H", "H", "C", "C", "O", "H", "H", "H", "H", "H", "H", "C", "C", "O", "H", "H", "H", "H", "H", "H", "C", "C", "O", "H", "H", "H", "H", "H", "H", "C", "O", "N", "N", "H", "H", "H", "H", "C", "O", "N", "N", "H", "H", "H", "H", "C", "O", "N", "N", "H", "H", "H", "H", "C", "O", "N", "N", "H", "H", "H", "H", "C", "O", "N", "N", "H", "H", "H", "H", "C", "O", "N", "N", "H", "H", "H", "H", "C", "O", "H", "H", "H", "H", "C", "O", "H", "H", "H", "H", "C", "O", "H", "H", "H", "H", "C", "O", "H", "H", "H", "H", "C", "O", "H", "H", "H", "H", "C", "O", "H", "H", "H", "H", "C", "O", "H", "H", "H", "H"], "positions_angstrom": [[0.519, -3.720, -2.129], [1.692, -4.494, -2.646], [1.317, -5.735, -3.153], [-0.019, -4.221, -1.314], [-0.126, -3.441, -2.952], [0.902, -2.777, -1.768], [2.350, -4.629, -1.847], [2.247, -3.865, -3.411], [2.033, -6.357, -2.910], [0.281, 0.313, 0.245], [-0.788, -0.708, -0.175], [-0.659, -1.053, -1.528], [0.166, 0.554, 1.304], [0.138, 1.303, -0.226], [1.309, -0.063, 0.014], [-1.790, -0.441, 0.096], [-0.596, -1.661, 0.398], [-1.431, -1.570, -1.738], [-3.022, 0.397, 2.278], [-4.368, 0.859, 1.670], [-4.745, 0.194, 0.460], [-3.039, 0.504, 3.365], [-2.276, 0.977, 1.860], [-2.910, -0.655, 2.075], [-4.328, 1.909, 1.566], [-5.247, 0.689, 2.358], [-5.584, 0.573, 0.159], [-2.681, 2.576, -1.446], [-3.802, 2.063, -2.272], [-4.942, 2.907, -2.122], [-2.316, 3.516, -1.857], [-1.802, 1.887, -1.298], [-3.038, 2.832, -0.458], [-4.076, 1.006, -2.162], [-3.427, 2.189, -3.295], [-5.601, 2.324, -1.682], [-0.935, -1.008, 4.689], [-0.015, -0.474, 3.730], [-1.558, -2.088, 4.481], [-1.045, -0.498, 5.916], [-1.536, -2.461, 3.523], [-2.254, -2.437, 5.096], [-0.723, 0.485, 5.977], [-1.847, -0.707, 6.490], [-0.461, -4.437, 2.051], [-1.471, -3.461, 2.233], [-0.420, -5.169, 1.044], [0.518, -4.487, 2.951], [-1.177, -4.946, 0.345], [0.305, -5.871, 0.667], [0.418, -4.174, 3.894], [1.378, -5.068, 2.764], [0.695, -0.263, -4.628], [1.096, -1.595, -4.556], [0.139, 0.404, -3.670], [0.804, 0.438, -5.656], [0.015, -0.118, -2.759], [0.038, 1.367, -3.721], [1.445, 0.045, -6.310], [0.487, 1.384, -5.843], [-3.125, -2.994, -0.856], [-2.585, -4.217, -0.520], [-2.896, -2.469, -2.022], [-3.937, -2.349, -0.015], [-2.669, -3.138, -2.768], [-3.435, -1.730, -2.472], [-4.037, -2.806, 0.907], [-4.240, -1.363, 0.199], [4.574, 1.237, -0.293], [3.272, 1.370, -0.591], [5.530, 0.940, -1.122], [5.228, 1.586, 0.763], [5.314, -0.060, -1.491], [5.337, 1.392, -2.082], [4.687, 1.143, 1.528], [4.759, 2.452, 1.177], [-0.548, 2.907, 4.480], [-0.409, 2.332, 5.751], [-0.401, 2.205, 3.369], [-0.901, 4.137, 4.276], [-0.156, 1.173, 3.399], [-0.388, 2.727, 2.498], [-1.166, 4.630, 5.111], [-0.946, 4.456, 3.333], [2.663, -2.325, 0.943], [2.378, -2.420, 2.294], [1.709, -2.411, 0.419], [3.296, -3.194, 0.725], [3.205, -1.419, 0.632], [1.666, -3.101, 2.342], [0.755, 3.421, -2.092], [0.277, 4.359, -2.997], [1.592, 2.826, -2.449], [-0.030, 2.716, -1.908], [1.061, 3.894, -1.098], [-0.096, 3.829, -3.731], [2.839, 1.073, 3.268], [4.111, 0.707, 2.816], [2.130, 1.267, 2.464], [2.918, 2.034, 3.798], [2.345, 0.310, 3.842], [4.581, 0.313, 3.562], [2.748, 4.045, 1.028], [3.960, 3.821, 1.643], [2.144, 3.129, 0.901], [2.790, 4.720, 0.183], [2.271, 4.582, 1.818], [4.207, 4.706, 2.028], [-2.355, -1.126, -5.301], [-2.680, -0.172, -4.330], [-1.752, -0.770, -6.123], [-3.274, -1.480, -5.795], [-1.751, -1.913, -4.880], [-1.931, 0.287, -3.984], [-1.249, 4.099, 0.940], [-0.162, 4.798, 1.526], [-2.205, 4.602, 1.167], [-1.433, 3.040, 1.336], [-1.043, 4.130, -0.091], [-0.055, 5.650, 1.082], [3.548, -1.675, -2.041], [4.939, -1.513, -1.924], [3.240, -1.862, -3.058], [2.949, -0.810, -1.587], [3.269, -2.556, -1.588], [5.359, -2.187, -2.445]], "lowdin_charge": [-0.083, -0.358, -0.062, 0.058, 0.065, 0.047, 0.078, 0.120, 0.096, -0.039, -0.279, -0.125, 0.045, 0.052, 0.065, 0.074, 0.121, 0.010, -0.044, -0.252, -0.114, 0.091, 0.016, 0.063, 0.085, 0.128, 0.106, -0.092, -0.330, -0.067, 0.079, 0.080, 0.053, 0.104, 0.104, 0.087, -0.559, -0.165, 0.175, 0.164, 0.041, 0.114, 0.068, 0.104, -0.581, -0.153, 0.188, 0.145, 0.087, 0.184, 0.115, 0.154, -0.650, -0.108, 0.177, 0.179, 0.108, 0.067, 0.125, 0.138, -0.562, -0.122, 0.156, 0.180, 0.146, 0.125, 0.126, 0.069, -0.668, -0.087, 0.079, 0.100, 0.071, 0.140, 0.033, 0.090, -0.564, -0.163, 0.162, 0.180, 0.058, 0.047, 0.124, 0.062, -0.185, -0.126, 0.067, 0.084, 0.074, 0.028, -0.197, -0.103, 0.082, 0.015, 0.090, 0.083, -0.125, -0.112, 0.059, 0.093, 0.069, 0.123, -0.185, -0.129, 0.077, 0.084, 0.062, 0.139, -0.160, -0.127, 0.067, 0.093, 0.064, 0.019, -0.151, -0.138, 0.101, 0.085, 0.040, 0.111, -0.138, -0.106, 0.067, 0.103, 0.016, 0.100]}

{"formula": "C8H17NO5SZn", "method": "ωB97M-V/def2-TZVPD", "e_homo_ev": -14.845, "spin_multiplicity": 1, "fmax_ev_per_a": 9.4, "total_charge": 2, "e_tot_ha": -2922.40324, "gap_ev": 1.75, "mol_weight_g_mol": 304.68, "species": ["N", "C", "C", "C", "C", "O", "S", "O", "O", "C", "C", "C", "C", "O", "O", "H", "H", "H", "H", "H", "H", "H", "H", "H", "H", "H", "H", "H", "H", "H", "H", "H", "Zn"], "positions_angstrom": [[4.854, 1.124, 1.473], [5.187, 0.724, 0.022], [3.784, 0.523, -0.866], [3.427, -1.076, -0.815], [1.830, -1.431, -0.706], [1.180, -1.012, 0.545], [-0.395, -1.727, 0.687], [-0.839, -2.341, -0.688], [-1.552, -0.511, 0.999], [-2.907, -1.059, 1.168], [-3.945, 0.245, 1.085], [-4.759, 0.119, -0.332], [-5.988, 1.196, -0.521], [-7.158, 1.027, 0.149], [-5.868, 2.350, -1.466], [5.779, 0.992, 1.970], [4.720, 2.180, 1.483], [5.819, 1.569, -0.488], [5.816, -0.276, 0.020], [4.097, 0.809, -1.980], [2.955, 1.234, -0.446], [3.974, -1.630, 0.058], [3.823, -1.537, -1.843], [1.254, -1.045, -1.669], [1.754, -2.622, -0.744], [-3.107, -1.543, 2.231], [-3.209, -1.838, 0.338], [-3.282, 1.217, 1.182], [-4.725, 0.268, 1.957], [-3.944, 0.210, -1.195], [-5.263, -0.958, -0.333], [-6.155, 1.980, -2.369], [2.842, 2.842, 1.097]], "nbo_charge": [-0.808, -0.254, -0.386, -0.443, -0.126, -0.654, 1.744, -0.762, -0.649, -0.130, -0.406, -0.516, 0.776, -0.433, -0.703, 0.442, 0.269, 0.226, 0.266, 0.278, 0.110, 0.246, 0.285, 0.232, 0.248, 0.244, 0.236, 0.238, 0.263, 0.248, 0.269, 0.513, 1.135]}